102
Properties=species:S:1:pos:R:3:lowdin_charge:R:1 method="wB97M-V/def2-TZVPD" homo_lumo_gap_ev=2.5
In -2.58104 -0.17436 3.06661 1.026
C 0.61554 -4.48362 3.22449 0.150
C 1.21504 -5.20012 4.30928 -0.258
C 0.88969 -4.80761 5.84924 -0.238
O 1.54531 -5.45125 6.71057 0.096
C -0.12325 -3.77141 6.08673 0.152
C -0.59616 -3.18902 4.94616 -0.285
C -0.23245 -3.48943 3.47745 -0.311
O -0.69002 -2.76840 2.51891 0.018
O -1.39093 -2.18736 5.19996 -0.050
O 2.14431 -5.97663 4.08242 0.142
H 0.79427 -4.68174 2.17796 0.135
H -0.44523 -3.53713 7.09065 0.147
I -0.64851 0.01983 -0.28876 0.132
C 1.22764 4.89252 3.45700 -0.145
C 0.11543 4.95062 4.47361 -0.224
O -1.10429 4.60391 3.94747 -0.180
S -0.90825 3.98970 2.38366 0.720
O -1.34058 5.03563 1.47803 -0.237
O -1.53762 2.69236 2.23339 -0.336
O 0.74578 3.97478 2.47171 -0.214
H 2.07277 4.37803 3.91434 0.129
H 1.63215 5.78180 2.97364 0.141
H -0.03090 5.94841 4.88727 0.142
H 0.23834 4.15023 5.20325 0.128
C 3.64193 -1.96350 -3.34618 -0.118
C 3.80199 -0.42130 -3.16141 -0.156
O 5.06878 -0.28852 -2.52818 -0.223
S 5.33440 -1.48608 -1.43531 0.768
O 4.32980 -1.48301 -0.34294 -0.277
O 6.75929 -1.72491 -1.12759 -0.243
O 4.81209 -2.49846 -2.65138 -0.234
H 3.72819 -2.22914 -4.39978 0.130
H 2.78095 -2.51726 -2.97179 0.102
H 2.93502 -0.06831 -2.60297 0.098
H 4.04642 0.17405 -4.04113 0.142
C -1.70838 0.79080 -6.60575 -0.222
C -1.82028 1.08768 -5.12676 -0.187
O -0.63113 0.56626 -4.52202 -0.229
S 0.15094 -0.60773 -5.49614 0.781
O 0.28530 -1.91611 -4.90603 -0.237
O 1.45576 -0.02804 -5.88565 -0.268
O -0.98666 -0.36247 -6.70408 -0.185
H -1.11223 1.59296 -7.04077 0.136
H -2.70703 0.75265 -7.04087 0.144
H -2.75905 0.82614 -4.63850 0.116
H -1.72941 2.15530 -4.92666 0.131
C -3.17199 -2.83248 -2.19417 -0.162
C -3.44267 -1.52269 -2.88808 -0.153
O -4.41421 -0.81500 -2.03919 -0.218
S -5.05047 -1.73595 -0.85995 0.678
O -6.47051 -1.56324 -1.03916 -0.228
O -4.50777 -1.44020 0.45089 -0.298
O -4.39740 -3.14454 -1.46499 -0.196
H -2.36321 -2.73027 -1.47062 0.082
H -2.82154 -3.62887 -2.85073 0.136
H -3.88031 -1.62836 -3.88075 0.130
H -2.51670 -0.97436 -3.06133 0.090
C 2.65220 1.13549 5.89470 -0.141
C 2.92125 -0.31837 5.51568 -0.291
O 2.53871 -0.58638 4.29820 -0.140
S 1.73621 0.64167 3.56222 0.693
O 0.41290 0.27737 3.06284 -0.382
O 2.58700 1.34244 2.65532 -0.199
O 1.55142 1.38805 5.02245 -0.213
H 3.52914 1.76397 5.73951 0.134
H 2.14316 1.20849 6.85576 0.141
H 2.29172 -0.84294 6.23444 0.130
H 3.96111 -0.52759 5.76674 0.146
C 0.68402 -3.63733 -1.08300 -0.228
C -0.32635 -4.70075 -0.61651 -0.161
O -0.48923 -5.55041 -1.73749 -0.193
S 0.51726 -5.17995 -2.98897 0.715
O -0.16273 -4.34006 -3.97795 -0.259
O 1.24293 -6.36753 -3.35466 -0.217
O 1.45808 -4.24144 -2.05665 -0.201
H 1.31007 -3.05432 -0.40753 0.130
H 0.17515 -2.77025 -1.50412 0.051
H -1.32631 -4.36544 -0.34128 0.122
H 0.03261 -5.25558 0.25031 0.108
C 1.16699 3.30211 -1.02347 -0.189
C 2.21834 2.14370 -1.37546 -0.192
O 3.39690 2.83518 -1.80023 -0.210
S 3.40223 4.42808 -1.43759 0.713
O 3.89167 5.23810 -2.49776 -0.221
O 3.83239 4.68750 -0.04777 -0.262
O 1.73376 4.50322 -1.57961 -0.208
H 1.08294 3.37739 0.06068 0.084
H 0.11385 3.10048 -1.21933 0.086
H 1.72550 1.59671 -2.17921 0.084
H 2.42515 1.49367 -0.52528 0.104
C -4.37229 4.58198 -0.63146 -0.162
C -4.10459 3.51113 -1.73792 -0.183
O -4.80036 2.42844 -1.22409 -0.195
S -4.78308 2.39374 0.47956 0.730
O -3.86936 1.37439 1.01262 -0.429
O -6.14461 2.44372 0.98759 -0.226
O -4.17900 3.89111 0.60238 -0.204
H -5.35067 5.06132 -0.66472 0.129
H -3.66736 5.41282 -0.66111 0.131
H -3.02908 3.36068 -1.64445 0.122
H -4.37658 3.78064 -2.75845 0.139



14
Properties=species:S:1:pos:R:3:nbo_charge:R:1 method="wB97M-V/def2-TZVPD" homo_lumo_gap_ev=7.0 total_charge=-1
O 3.08472 1.63937 0.02577 -0.659
C 2.39397 0.72174 0.53142 0.296
C 1.02312 0.58749 0.24046 0.182
C 1.38266 0.03057 -1.00563 -0.390
C -3.03545 -0.87798 -0.29211 0.618
O -2.16503 -1.76768 -0.16164 -0.800
O -4.16544 -0.89825 -0.90535 -0.788
N 0.00075 0.25128 1.16388 -0.854
H 2.84633 0.00996 1.28586 0.137
H -2.73253 0.03671 0.15385 -0.012
H 0.93992 -0.85822 -1.35473 0.203
H 1.61635 0.81535 -1.90180 0.257
H -0.70369 0.87834 1.33364 0.393
H -0.48568 -0.56869 0.88639 0.417



63
Properties=species:S:1:pos:R:3:nbo_charge:R:1 method="wB97M-V/def2-TZVPD" homo_lumo_gap_ev=4.6
C -6.57584 1.73943 0.30822 -0.254
O -5.91185 1.38131 1.52808 -0.495
C -4.58718 1.07168 1.50379 0.310
C -3.95849 0.76022 2.74269 -0.248
C -2.60037 0.47295 2.78239 -0.178
C -1.80189 0.53229 1.61731 -0.133
C -0.37277 0.17867 1.67108 -0.063
C 0.56644 1.18007 1.57134 -0.609
S 2.22178 0.89401 2.10704 2.173
C 2.48202 -0.79174 1.57860 -0.351
C 2.28841 -1.90614 2.41140 -0.205
C 2.28740 -3.18018 1.84135 -0.231
C 2.54373 -3.33606 0.47110 -0.210
C 2.83479 -2.21509 -0.31090 -0.200
C 2.74593 -0.93827 0.22132 -0.135
O 3.01853 1.76368 1.25573 -0.930
O 2.34043 0.91760 3.54744 -0.911
S 0.15356 2.76834 0.81124 2.143
C 1.43862 3.96494 1.21581 -0.205
C 2.20948 4.51108 0.18859 -0.202
C 3.16338 5.48911 0.48021 -0.211
C 3.32513 5.95198 1.79203 -0.192
C 2.52805 5.41602 2.81389 -0.200
C 1.55937 4.44767 2.52506 -0.222
O 0.19781 2.59998 -0.62730 -0.917
O -1.03225 3.26238 1.48540 -0.917
C -2.43632 0.83965 0.40209 -0.189
C -3.79468 1.09685 0.32706 -0.255
H -7.60249 1.93464 0.61045 0.204
H -6.14156 2.64357 -0.12456 0.186
H -6.55049 0.91706 -0.41234 0.179
H -4.56247 0.76461 3.64980 0.228
H -2.11747 0.23976 3.73989 0.218
H -0.07250 -0.80696 2.05121 0.233
H 2.10720 -1.76270 3.47759 0.241
H 2.08515 -4.05523 2.46561 0.217
H 2.52264 -4.33014 0.01465 0.219
H 3.09774 -2.31288 -1.36349 0.259
H 2.84021 -0.04321 -0.39489 0.246
H 2.05206 4.17094 -0.83304 0.246
H 3.77127 5.88397 -0.33760 0.221
H 4.06176 6.72955 2.01617 0.220
H 2.64614 5.76456 3.84445 0.220
H 0.89185 4.07631 3.30334 0.236
H -1.83138 0.87923 -0.50320 0.234
H -4.21809 1.31899 -0.65033 0.217
C 2.08516 -3.04388 -4.27904 -0.342
Li -1.26924 -4.39244 -0.88942 0.966
C 2.05825 -1.86693 -3.49206 -0.241
C 0.88532 -1.85778 -2.67713 -0.398
C 0.09088 -2.96445 -3.09880 -0.028
C 0.86350 -3.77871 -4.03250 -0.121
C 0.31649 -4.98060 -4.52195 -0.168
C -0.92821 -5.38870 -4.06130 -0.306
C -1.75312 -4.52366 -3.32241 -0.375
C -1.25390 -3.27571 -2.87087 -0.431
H 2.89154 -3.33442 -4.95353 0.209
H 2.84770 -1.10500 -3.52805 0.208
H 0.57066 -1.11754 -1.95281 0.200
H 0.84331 -5.59685 -5.27159 0.213
H -1.32413 -6.38353 -4.26899 0.207
H -2.81919 -4.75574 -3.16286 0.209
H -1.91783 -2.51854 -2.43245 0.213



Copy entry 2 word for word.
14
Properties=species:S:1:pos:R:3:nbo_charge:R:1 method="wB97M-V/def2-TZVPD" homo_lumo_gap_ev=7.0 total_charge=-1
O 3.08472 1.63937 0.02577 -0.659
C 2.39397 0.72174 0.53142 0.296
C 1.02312 0.58749 0.24046 0.182
C 1.38266 0.03057 -1.00563 -0.390
C -3.03545 -0.87798 -0.29211 0.618
O -2.16503 -1.76768 -0.16164 -0.800
O -4.16544 -0.89825 -0.90535 -0.788
N 0.00075 0.25128 1.16388 -0.854
H 2.84633 0.00996 1.28586 0.137
H -2.73253 0.03671 0.15385 -0.012
H 0.93992 -0.85822 -1.35473 0.203
H 1.61635 0.81535 -1.90180 0.257
H -0.70369 0.87834 1.33364 0.393
H -0.48568 -0.56869 0.88639 0.417